{"formula": "C4H8FNS", "method": "wB97M-V/def2-TZVPD", "homo_ev": -9.14, "gap_ev": 10.1, "de_lowest_kcal_mol": 10.54, "e_tot_ha": -709.9723, "multiplicity": 1, "smiles": "F[C@@H]1CN[C@@H]1CS", "symbols": ["F", "C", "C", "N", "C", "C", "S", "H", "H", "H", "H", "H", "H", "H", "H"], "xyz": [[0.8552, 1.6177, -0.2464], [1.4554, 0.4898, 0.2424], [1.6407, -0.5888, -0.7789], [0.7138, -1.4794, -0.0094], [0.4084, -0.4088, 0.9544], [-1.0115, 0.1070, 1.0475], [-1.9067, -0.0399, -0.5085], [2.3212, 0.8636, 0.7677], [2.6173, -1.0664, -0.9018], [1.2081, -0.2144, -1.6803], [-0.1029, -1.6794, -0.6019], [0.7601, -0.7213, 1.9362], [-1.6309, -0.4469, 1.7799], [-1.0215, 1.1377, 1.4638], [-1.2960, 0.9665, -1.1374]]}